Below is a 9-piece molecular cluster, H18O9 overall, with properties calculated with ωB97M-V with the def2-TZVPD basis set.

Bonds (Å) are listed after each position.
Element x y z (Å)
1 O -1.94 1.38 -2.13  H2 0.964, H3 0.950
2 H -2.30 2.17 -2.54  O1 0.964
3 H -2.39 1.37 -1.30  O1 0.950
4 O -1.61 2.04 2.30  H5 0.960, H6 0.956
5 H -1.12 1.23 2.46  O4 0.960
6 H -0.97 2.74 2.20  O4 0.956
7 O 2.23 -0.53 -1.07  H8 0.944, H9 0.990
8 H 1.31 -0.56 -0.83  O7 0.944
9 H 2.46 0.42 -1.24  O7 0.990
10 O -0.53 -2.16 -2.12  H11 0.922, H12 0.974
11 H -1.43 -2.13 -2.32  O10 0.922
12 H 0.04 -1.86 -2.85  O10 0.974
13 O 0.68 1.55 -3.18  H14 0.962, H15 1.014
14 H 1.03 0.72 -3.51  O13 0.962
15 H -0.28 1.28 -3.01  O13 1.014
16 O -0.85 -0.29 3.64  H17 0.963, H18 0.970
17 H -0.42 -0.91 3.03  O16 0.963
18 H -0.52 -0.57 4.51  O16 0.970
19 O 1.82 0.88 1.63  H20 0.966, H21 0.964
20 H 0.96 0.96 1.20  O19 0.966
21 H 2.53 0.96 0.98  O19 0.964
22 O 0.46 -2.24 1.67  H23 0.953, H24 0.930
23 H 1.36 -2.08 1.93  O22 0.953
24 H 0.57 -2.78 0.92  O22 0.930
25 O -0.34 -0.17 -0.13  H26 0.982, H27 0.951
26 H -0.51 -0.77 -0.89  O25 0.982
27 H -0.25 -0.67 0.68  O25 0.951

Kohn-Sham gap: 10.80 eV
energy relative to the best compared isomer or geometry (same formula, charge and spin): 2.3221 eV
total charge: 0
SMILES: O.O.O.O.O.O.O.O.O



Below is a 9-piece molecular cluster, H18O9 overall, with properties calculated with ωB97M-V with the def2-TZVPD basis set.

Bonds (Å) are listed after each position.
Element x y z (Å)
1 O 0.55 -1.33 0.52  H2 0.943, H3 0.992
2 H 0.28 -0.47 0.81  O1 0.943
3 H 0.30 -1.18 -0.43  O1 0.992
4 O -2.73 0.68 3.35  H5 0.979, H6 0.917
5 H -2.37 0.83 4.26  O4 0.979
6 H -3.47 1.16 3.11  O4 0.917
7 O 1.65 0.70 0.40  H8 0.914, H9 0.981
8 H 2.26 0.55 -0.26  O7 0.914
9 H 2.05 0.14 1.10  O7 0.981
10 O -1.23 3.72 0.32  H11 0.915, H12 0.975
11 H -1.76 4.01 1.00  O10 0.915
12 H -1.74 4.08 -0.43  O10 0.975
13 O 2.84 -4.77 -1.18  H14 1.041, H15 0.949
14 H 3.13 -4.53 -2.15  O13 1.041
15 H 2.96 -5.71 -1.10  O13 0.949
16 O -0.64 -2.10 2.17  H17 0.963, H18 0.930
17 H 0.23 -2.39 2.48  O16 0.963
18 H -1.27 -2.78 2.19  O16 0.930
19 O -1.37 1.06 -1.39  H20 0.982, H21 0.926
20 H -1.12 0.11 -1.34  O19 0.982
21 H -1.49 1.37 -0.53  O19 0.926
22 O 0.86 2.01 -1.76  H23 0.982, H24 0.919
23 H 0.63 1.60 -0.89  O22 0.982
24 H 1.46 2.66 -1.51  O22 0.919
25 O -0.01 0.42 -2.67  H26 0.965, H27 0.908
26 H -0.07 0.62 -3.61  O25 0.965
27 H 0.08 -0.46 -2.47  O25 0.908

Kohn-Sham gap: 9.59 eV
energy relative to the best compared isomer or geometry (same formula, charge and spin): 8.3062 eV
total charge: 0
SMILES: O.O.O.O.O.O.O.O.O



| no. | electronic energy (eV) | maximum force (eV Å⁻¹) |
| --- | --- | --- |
| 1 | -18719.813 | 3.05 |
| 2 | -18713.829 | 4.98 |